ORCA calculation (ωB97M-V/def2-TZVPD) on a gas-phase ion, C3H2NO4P (charge -2) at a distorted geometry.

```
! RIJCOSX wB97M-V def2-TZVPD def2/J DEFGRID3
* xyz -2 1
C 0.039 1.240 -0.145
C -0.129 -1.082 -0.091
C -2.172 0.054 0.014
N -1.498 -0.939 -0.096
O -4.663 1.379 0.509
O -4.303 -0.090 -1.464
O -4.293 -1.196 0.883
O 0.576 0.048 -0.070
P -4.102 0.104 0.022
H 1.002 1.876 0.195
H 0.232 -1.928 -0.544
*
```

As for the strongest force on any atom: 3.6 eV/A. As for the total energy: -22107.754 eV. The calculation puts the energy above the lowest of the compared OMol25 structures with the same formula, charge and spin at 142.2 kcal/mol.

---

ORCA calculation (ωB97M-V/def2-TZVPD) on a gas-phase ion, C5H9N2O5S (charge -1) at a distorted geometry.

```
! RIJCOSX wB97M-V def2-TZVPD def2/J DEFGRID3
* xyz -1 1
C 0.985 0.273 -1.721
C -0.089 -0.803 1.234
C -0.628 0.640 1.075
C 1.060 -1.081 0.253
C -1.755 0.748 0.156
N 0.669 -0.742 -1.091
N -2.831 0.114 0.243
O 0.459 0.524 -2.902
O -3.159 2.616 -0.638
O 2.067 1.053 -1.532
O -0.741 2.967 -0.991
O -1.784 1.213 -2.276
S -1.883 2.038 -1.121
H 0.254 -0.894 2.307
H -0.881 -1.479 0.984
H -0.911 1.134 2.079
H 0.125 1.295 0.716
H 1.853 -0.450 0.621
H 1.471 -2.217 0.257
H -3.507 0.516 -0.341
H -0.475 0.430 -2.725
H 1.906 1.980 -1.912
*
```

As for the strongest force on any atom: 5.4 eV/A. As for the total energy: -29384.742 eV. The calculation puts the energy above the lowest of the compared OMol25 structures with the same formula, charge and spin at 0.6 kcal/mol. Its SMILES is [H]/N=C(/CCCN=C(O)O)S(=O)(=O)[O-].

---

ORCA calculation (ωB97M-V/def2-TZVPD) on 3 unconnected molecules or ions with the total composition C31H49IO10SSi at a distorted geometry.

```
! RIJCOSX wB97M-V def2-TZVPD def2/J DEFGRID3
* xyz 0 1
C -6.788 4.123 -8.279
C -5.155 4.014 -8.459
I -4.553 5.328 -10.156
C -4.630 2.446 -8.671
C -3.189 2.223 -7.921
C -3.147 1.681 -6.527
S -4.654 1.200 -5.520
C -1.645 1.532 -5.831
O -1.618 1.133 -4.552
C -0.234 1.888 -6.610
O 1.052 1.666 -5.930
C 1.297 0.211 -5.945
O 1.675 -0.343 -7.124
C 1.183 -0.808 -4.663
C -0.173 -1.746 -4.420
C -0.308 -2.818 -3.147
C 0.905 -3.042 -2.047
C 2.261 -2.108 -2.267
C 2.390 -1.038 -3.528
C -0.266 2.434 -7.993
Si 1.241 2.968 -9.064
C 1.284 4.927 -9.050
C 2.955 2.364 -8.429
C 1.121 2.461 -10.932
C -1.777 2.611 -8.679
O -1.892 3.061 -9.950
H -7.121 4.744 -7.320
H -7.292 3.054 -8.191
H -7.234 4.672 -9.220
H -4.664 4.439 -7.466
H -4.525 2.280 -9.838
H -5.505 1.758 -8.258
H -4.635 1.878 -4.266
H -1.117 -1.725 -5.145
H -1.285 -3.469 -2.972
H 0.808 -3.835 -1.161
H 3.119 -2.264 -1.456
H 3.387 -0.424 -3.650
H 1.390 5.359 -7.964
H 2.143 5.337 -9.770
H 0.253 5.336 -9.490
H 3.152 2.526 -7.285
H 3.186 1.246 -8.778
H 3.773 3.026 -8.993
H 0.967 1.293 -11.020
H 2.126 2.720 -11.507
H 0.266 3.080 -11.485
C -0.417 -3.916 6.312
O 0.524 -3.540 5.318
C 1.070 -4.670 4.635
C 1.625 -4.252 3.271
O 0.607 -4.108 2.271
C -0.233 -2.953 2.398
C 0.473 -1.654 1.999
O 1.327 -1.206 3.051
C 2.369 -0.369 2.579
H 0.064 -4.532 7.081
H -0.808 -3.005 6.773
H -1.253 -4.457 5.859
H 0.303 -5.440 4.495
H 1.878 -5.073 5.255
H 2.273 -5.058 2.909
H 2.244 -3.356 3.336
H -0.672 -2.890 3.396
H -1.060 -3.116 1.698
H -0.271 -0.871 1.821
H 1.048 -1.821 1.081
H 2.997 -0.911 1.864
H 2.993 -0.083 3.431
H 1.960 0.533 2.117
C 1.381 1.948 12.761
O 1.636 0.809 11.955
C 1.672 -0.398 12.719
C 1.404 -1.608 11.820
O 0.010 -1.798 11.538
C -0.576 -0.860 10.625
C -0.155 -1.097 9.173
O 1.153 -0.575 8.941
C 1.798 -1.205 7.846
H 2.181 2.081 13.500
H 1.344 2.825 12.110
H 0.413 1.851 13.261
H 0.925 -0.367 13.519
H 2.672 -0.481 13.159
H 1.714 -2.507 12.362
H 1.991 -1.575 10.901
H -0.392 0.168 10.943
H -1.657 -1.024 10.694
H -0.843 -0.574 8.500
H -0.185 -2.171 8.957
H 1.908 -2.278 8.035
H 2.797 -0.773 7.740
H 1.237 -1.038 6.922
*
```

As for the strongest force on any atom: 9.1 eV/A. As for the total energy: -80209.097 eV. Its SMILES is C[C@H](I)CC1=C(S)C(=O)C(OC(=O)c2ccccc2)=C([Si](C)(C)C)C1=O.COCCOCCOC.COCCOCCOC.

---

ORCA calculation (ωB97M-V/def2-TZVPD) on 5 unconnected molecules or ions with the total composition C21H28N7O3P at a distorted geometry.

```
! RIJCOSX wB97M-V def2-TZVPD def2/J DEFGRID3
* xyz 0 1
N -2.161 -6.108 4.697
P -1.339 -5.971 3.092
O -2.478 -6.756 1.989
C -1.256 -4.147 2.532
N -2.129 -3.199 3.354
C -1.980 -1.864 2.595
O -2.935 -0.921 2.434
C -0.412 -1.868 2.013
C 0.175 -3.339 2.551
N 0.714 -2.909 3.931
C 1.773 -3.764 4.256
O 2.521 -4.670 4.943
H -1.803 -5.362 5.335
H -3.172 -5.879 4.486
H -2.005 -7.427 1.413
H -1.804 -4.129 1.497
H -3.108 -3.509 3.543
H -0.288 -1.684 0.840
H 0.239 -0.958 2.428
H 0.952 -3.647 1.730
N 0.393 0.866 -1.545
C 1.674 0.572 -1.932
C 1.612 -0.113 -3.125
C 0.245 -0.231 -3.473
C -0.485 0.384 -2.481
H 0.135 1.361 -0.701
H 2.519 0.874 -1.327
H 2.460 -0.485 -3.686
H -0.163 -0.713 -4.352
H -1.552 0.519 -2.361
N -1.785 3.593 -2.778
C -2.361 4.358 -3.758
C -3.016 5.406 -3.151
C -2.823 5.271 -1.755
C -2.057 4.145 -1.553
H -1.244 2.752 -2.933
H -2.257 4.091 -4.801
H -3.571 6.184 -3.658
H -3.202 5.926 -0.980
H -1.685 3.689 -0.645
N 6.082 0.512 -5.236
C 5.082 1.157 -4.555
C 4.087 1.469 -5.455
C 4.499 0.990 -6.722
C 5.733 0.401 -6.557
H 6.943 0.171 -4.828
H 5.165 1.340 -3.492
H 3.164 1.984 -5.224
H 3.954 1.065 -7.654
H 6.391 -0.085 -7.265
N -2.275 2.722 4.722
C -1.131 3.074 5.390
C -0.247 2.022 5.303
C -0.877 1.002 4.551
C -2.127 1.462 4.202
H -3.099 3.301 4.626
H -1.046 4.040 5.870
H 0.746 1.994 5.734
H -0.463 0.037 4.291
H -2.922 1.002 3.632
*
```

As for the strongest force on any atom: 11.3 eV/A. As for the total energy: -48086.678 eV. Its SMILES is NP(O)[C@H]1NC(=O)C[C@H]1N=C=O.c1cc[nH]c1.c1cc[nH]c1.c1cc[nH]c1.c1cc[nH]c1.

---

ORCA calculation (ωB97M-V/def2-TZVPD) on a molecular structure, C34H33FeN2O at a distorted geometry.

```
! RIJCOSX wB97M-V def2-TZVPD def2/J DEFGRID3
* xyz -1 5
C -1.114 1.326 2.295
O 0.003 0.568 1.836
C -0.088 -0.278 0.674
C -1.184 -1.347 0.834
C -1.252 -2.298 -0.186
C -2.313 -3.191 -0.286
C -3.174 -3.307 0.810
C -2.980 -2.512 1.948
C -1.981 -1.524 1.976
C 1.325 -0.985 0.815
N 1.603 -2.264 1.190
C 0.760 -3.398 1.492
C 2.996 -2.437 1.330
C 3.572 -1.208 1.147
C 4.952 -1.017 1.301
C 5.733 -2.128 1.680
C 5.135 -3.373 1.944
C 3.747 -3.532 1.766
N 2.507 -0.309 0.917
C 2.758 1.115 0.838
H -0.855 2.392 2.303
H -2.009 1.160 1.682
H -1.347 1.010 3.319
H -0.417 -2.379 -0.886
H -2.416 -3.779 -1.203
H -3.974 -4.047 0.778
H -3.613 -2.634 2.834
H -1.831 -0.905 2.870
H 1.404 -4.142 1.955
H -0.037 -3.130 2.187
H 0.366 -3.870 0.590
H 5.408 -0.037 1.132
H 6.814 -2.035 1.808
H 5.753 -4.210 2.294
H 3.269 -4.480 1.994
H 3.777 1.263 1.207
H 2.730 1.451 -0.203
H 2.023 1.677 1.427
C -2.495 5.176 0.196
C -1.589 4.458 1.063
C -0.286 4.394 0.399
C -0.409 5.087 -0.870
C -1.767 5.568 -0.988
Fe -1.695 3.577 -0.698
C -2.324 3.040 -2.478
C -3.293 2.734 -1.443
C -2.660 1.826 -0.506
C -1.284 1.591 -0.908
C -0.203 0.502 -0.639
C -0.169 -0.444 -1.886
C 1.059 -1.006 -2.269
C 1.112 -2.106 -3.134
C -0.047 -2.573 -3.763
C -1.257 -1.906 -3.543
C -1.320 -0.846 -2.626
C -1.099 2.362 -2.135
H -3.512 5.470 0.433
H -1.800 4.163 2.085
H 0.638 4.042 0.850
H 0.404 5.325 -1.548
H -2.153 6.208 -1.774
H -2.509 3.599 -3.389
H -4.342 3.026 -1.435
H -3.214 1.316 0.273
H 0.749 1.066 -0.671
H 1.973 -0.563 -1.872
H 2.076 -2.579 -3.342
H 0.006 -3.397 -4.483
H -2.146 -2.215 -4.105
H -2.301 -0.383 -2.473
H -0.194 2.284 -2.732
*
```

As for the strongest force on any atom: 3.1 eV/A. The expectation value of S² is 6.116. As for the total energy: -75201.722 eV. The calculation puts the energy above the lowest of the compared OMol25 structures with the same formula, charge and spin at 4.6 kcal/mol.

---

ORCA calculation (ωB97M-V/def2-TZVPD) on a molecular structure, C4H3LiO2Tb at a distorted geometry.

```
! RIJCOSX wB97M-V def2-TZVPD def2/J DEFGRID3
* xyz 3 7
H -4.357 -2.020 2.517
C 1.804 -0.097 -0.546
C 0.774 0.943 -0.383
C -0.503 0.607 -0.518
C -1.643 0.059 -0.260
O -2.715 -0.404 -0.190
O 3.005 0.145 -0.518
Tb 5.124 1.372 -0.135
H 1.464 -1.132 -0.711
H 1.111 1.967 -0.180
Li -4.065 -1.441 0.924
*
```

As for the strongest force on any atom: 1.8 eV/A. The expectation value of S² is 13.021. As for the total energy: -30896.415 eV.

---

ORCA calculation (ωB97M-V/def2-TZVPD) on a molecular structure, C20H31As2FFeN7O4.

```
! RIJCOSX wB97M-V def2-TZVPD def2/J DEFGRID3
* xyz 1 1
Fe -0.200 -0.210 1.083
C 1.976 2.794 0.044
As 1.517 0.928 -0.195
C 3.295 0.134 -0.274
C 0.965 0.821 -2.050
C 1.340 1.754 -3.011
C 0.858 1.652 -4.307
C 0.015 0.605 -4.652
C -0.350 -0.336 -3.701
C 0.116 -0.231 -2.393
As -0.409 -1.487 -1.009
C -2.149 -2.088 -1.608
C 0.713 -3.023 -1.443
H 2.848 3.050 -0.556
H 2.187 2.975 1.096
H 1.136 3.412 -0.260
H 3.881 0.648 -1.034
H 3.225 -0.919 -0.552
H 3.793 0.227 0.690
H 1.985 2.585 -2.752
H 1.121 2.401 -5.042
H -0.375 0.535 -5.658
H -1.016 -1.141 -3.985
H -2.079 -2.577 -2.578
H -2.814 -1.228 -1.666
H -2.544 -2.792 -0.878
H 0.587 -3.298 -2.489
H 0.441 -3.868 -0.811
H 1.761 -2.775 -1.276
C 3.432 -2.852 2.610
N 2.193 -2.914 3.368
C 1.953 -4.208 4.002
C 1.165 -2.110 2.963
N 1.168 -1.396 1.892
N 0.092 -2.054 3.837
C -1.143 -1.483 3.579
N -2.002 -1.548 4.631
N -1.436 -0.989 2.433
H 4.213 -3.343 3.185
H 3.729 -1.815 2.456
H 3.356 -3.356 1.638
H 2.816 -4.461 4.615
H 1.808 -4.995 3.256
H 1.081 -4.199 4.649
H 1.951 -1.629 1.297
H 0.254 -2.397 4.766
H -1.676 -1.770 5.554
H -2.866 -1.039 4.577
H -2.374 -0.602 2.422
F -0.438 4.813 -2.908
C -1.431 4.083 -2.396
C -1.621 3.992 -1.081
N -2.660 3.266 -0.533
C -2.597 2.923 0.879
C -1.588 1.807 1.091
O -0.788 1.775 2.049
O -1.597 0.865 0.239
C -3.562 2.579 -1.329
O -4.449 1.886 -0.887
N -3.356 2.739 -2.689
C -2.313 3.393 -3.338
O -2.193 3.386 -4.539
H -0.986 4.512 -0.376
H -3.580 2.545 1.157
H -2.367 3.798 1.483
H -4.010 2.247 -3.281
*
```

As for the strongest force on any atom: 0.8 eV/A. As for the total energy: -198643.362 eV.

---

ORCA calculation (ωB97M-V/def2-TZVPD) on a molecular structure, C22H45CrN2OP3Se at a distorted geometry.

```
! RIJCOSX wB97M-V def2-TZVPD def2/J DEFGRID3
* xyz 3 4
Cr -0.091 -0.069 -0.758
P 1.468 1.143 0.771
P -1.194 1.773 -1.625
P 1.826 -0.574 -2.094
H -2.503 -1.973 -0.537
C -1.536 -2.328 -0.918
C -0.514 -2.666 -0.062
H -0.670 -2.669 1.024
C 0.757 1.740 2.352
C 2.264 2.696 0.197
C 2.941 0.256 1.414
C -2.955 1.601 -2.087
C -1.214 3.197 -0.488
C -0.385 2.352 -3.141
C 2.674 -1.998 -1.327
C 3.132 0.686 -2.322
C 1.709 -1.132 -3.822
H -1.532 -2.762 -1.917
H 0.312 -3.276 -0.439
H 0.600 0.909 3.045
H -0.206 2.232 2.192
H 1.466 2.455 2.788
H 1.551 3.398 -0.239
H 3.035 2.490 -0.548
H 2.733 3.165 1.071
H 2.663 -0.717 1.833
H 3.389 0.860 2.217
H 3.703 0.101 0.642
H -3.107 2.178 -3.008
H -3.577 2.023 -1.287
H -3.260 0.560 -2.255
H -1.459 4.092 -1.074
H -0.249 3.349 0.007
H -1.979 3.045 0.282
H -0.997 3.165 -3.556
H -0.331 1.530 -3.872
H 0.627 2.726 -2.933
H 3.584 -2.216 -1.900
H 2.010 -2.871 -1.357
H 2.937 -1.803 -0.280
H 3.783 0.379 -3.151
H 3.745 0.815 -1.425
H 2.672 1.644 -2.593
H 2.577 -1.750 -4.091
H 1.666 -0.261 -4.485
H 0.782 -1.699 -3.947
C -1.904 -1.508 -4.498
C -3.063 -0.853 -4.939
C -3.663 -1.275 -6.125
C -3.133 -2.358 -6.835
C -2.003 -3.036 -6.367
C -1.396 -2.626 -5.180
O -1.136 -0.968 -3.481
H -1.564 -0.820 -2.586
H -3.454 -0.009 -4.379
H -4.556 -0.769 -6.497
H -3.587 -2.659 -7.773
H -1.593 -3.891 -6.905
H -0.518 -3.133 -4.787
C -4.299 -0.183 3.121
N -3.095 -0.921 3.434
C -2.903 -1.695 4.563
C -1.619 -2.132 4.533
N -1.039 -1.613 3.387
C 0.371 -1.795 3.085
C -1.952 -0.856 2.690
Se -1.926 0.128 1.099
H -4.228 0.861 3.458
H -5.138 -0.672 3.628
H -4.461 -0.190 2.036
H -3.701 -1.858 5.270
H -1.066 -2.753 5.214
H 0.993 -1.224 3.794
H 0.632 -2.858 3.183
H 0.579 -1.461 2.063
*
```

As for the strongest force on any atom: 2.6 eV/A. The expectation value of S² is 3.932. As for the total energy: -150179.998 eV. The calculation puts the energy above the lowest of the compared OMol25 structures with the same formula, charge and spin at 0.0 kcal/mol.

---

ORCA calculation (ωB97M-V/def2-TZVPD) on 14 unconnected molecules or ions with the total composition C4H39N2O13 at a distorted geometry.

```
! RIJCOSX wB97M-V def2-TZVPD def2/J DEFGRID3
* xyz 1 1
N -0.898 -1.333 -0.428
C -1.825 -0.251 0.114
C -1.154 0.490 1.357
N 0.266 0.596 1.077
C 0.688 1.920 0.697
C 2.149 1.930 0.254
H -0.391 -0.848 -1.217
H -1.313 -2.245 -0.748
H -0.254 -1.386 0.402
H -1.892 0.536 -0.656
H -2.908 -0.494 0.223
H -1.244 -0.288 2.220
H -1.786 1.391 1.415
H 1.035 0.094 1.478
H 0.554 2.704 1.438
H 0.105 2.403 -0.090
H 2.482 2.918 -0.037
H 3.015 1.787 0.934
H 2.379 1.538 -0.747
H -1.608 -3.238 -4.683
H -2.657 -2.326 -4.044
O -1.764 -2.328 -4.408
H 0.328 -1.253 4.358
H -0.564 -2.563 4.350
O -0.124 -1.917 3.785
H 2.117 -2.318 0.467
H 2.890 -1.801 -0.684
O 2.062 -2.262 -0.501
H 1.525 -2.146 2.673
H 2.629 -3.203 2.925
O 2.414 -2.433 2.390
H -1.378 -4.116 0.228
H -1.570 -4.253 -1.340
O -1.885 -3.778 -0.531
H -0.892 -0.519 -3.300
H 0.103 -1.758 -3.544
O -0.210 -1.139 -2.892
H -1.750 1.506 -3.504
H -2.787 0.239 -3.469
O -1.956 0.568 -3.814
H 1.350 1.796 3.938
H 1.856 1.462 5.412
O 1.950 1.266 4.473
H 0.521 -4.971 -2.577
H 0.933 -6.215 -1.906
O 0.132 -5.712 -2.094
H 2.337 -1.912 5.427
H 1.881 -0.437 5.218
O 1.612 -1.295 5.592
H -0.503 6.939 -0.255
H 0.152 6.241 0.820
O 0.246 6.333 -0.138
H -0.338 5.405 -1.823
H -0.435 6.028 -3.165
O -0.589 5.179 -2.733
H -0.926 3.211 -2.908
H -2.373 3.462 -2.859
O -1.736 2.793 -2.569
*
```

As for the strongest force on any atom: 4.4 eV/A. As for the total energy: -34372.251 eV. The calculation puts the energy above the lowest of the compared OMol25 structures with the same formula, charge and spin at 112.0 kcal/mol.

---

ORCA calculation (ωB97M-V/def2-TZVPD) on a molecular structure, C6H12O2 at a distorted geometry.

```
! RIJCOSX wB97M-V def2-TZVPD def2/J DEFGRID3
* xyz 0 1
C 0.245 -0.433 0.715
C 0.760 0.631 -0.125
C -0.121 -1.797 0.190
C -1.446 0.518 -1.622
C -0.844 0.873 -0.285
C -1.457 1.755 0.536
O 2.095 -0.634 1.336
O 3.365 -0.952 0.755
H 3.960 -0.560 1.415
H -0.094 -0.216 1.722
H 1.194 0.316 -1.069
H 1.244 1.464 0.368
H 0.114 -1.908 -0.870
H -1.181 -2.014 0.343
H 0.467 -2.541 0.731
H -1.926 -0.462 -1.595
H -2.210 1.243 -1.913
H -0.702 0.514 -2.420
H -1.052 2.000 1.511
H -2.412 2.201 0.279
*
```

As for the strongest force on any atom: 4.4 eV/A. As for the total energy: -10504.528 eV. The calculation puts the energy above the lowest of the compared OMol25 structures with the same formula, charge and spin at 179.4 kcal/mol.

---

> total energy of number 9 (C4H39N2O13)?

-34372.251 eV